# 1
{
  "formula": "H2N5O2",
  "method": "the ωB97M-V functional and the def2-TZVPD basis",
  "orbital_gap_ev": 7.900,
  "relative_energy_kj_mol": 303.6,
  "smiles": "[O-]N1NNN=[N+]1[O-]",
  "homo_energy_ev": -2.759,
  "charge": -1,
  "largest_force_ev_per_a": 3.8,
  "symbols": ["N", "N", "H", "N", "O", "O", "N", "H", "N"],
  "positions_angstrom": [[1.08, 0.68, -0.21], [1.22, -0.61, 0.22], [1.37, -0.43, 1.17], [-0.91, -0.51, -0.07], [-2.07, -0.99, -0.05], [-1.20, 1.83, -0.01], [0.13, -1.31, -0.06], [0.93, 0.56, -1.19], [-0.56, 0.78, 0.21]]
}

=====

# 2
{
  "formula": "H2NO2P",
  "method": "the ωB97M-V functional and the def2-TZVPD basis",
  "orbital_gap_ev": [10.051, 6.122],
  "relative_energy_kj_mol": 546.0,
  "homo_energy_ev": [-10.131, -7.199],
  "largest_force_ev_per_a": 3.7,
  "symbols": ["O", "H", "P", "N", "O", "H"],
  "positions_angstrom": [[-0.15, -0.69, 0.02], [0.58, 0.91, -0.98], [-2.47, -0.35, -0.17], [0.19, 0.70, -0.02], [-1.99, 0.93, 0.27], [-0.45, -0.88, 0.89]]
}

=====

# 3
{
  "formula": "H2NO2P",
  "method": "the ωB97M-V functional and the def2-TZVPD basis",
  "orbital_gap_ev": [9.918, 6.332],
  "relative_energy_kj_mol": 477.9,
  "homo_energy_ev": [-9.644, -8.473],
  "largest_force_ev_per_a": 3.6,
  "symbols": ["O", "O", "P", "H", "H", "N"],
  "positions_angstrom": [[2.99, 0.43, 1.92], [0.38, 1.23, 1.31], [0.14, 0.89, -0.13], [-0.40, -0.44, -0.29], [1.68, 0.50, -0.57], [2.05, -0.02, 2.45]]
}

=====

# 4
{
  "formula": "H2NO2S3",
  "method": "the ωB97M-V functional and the def2-TZVPD basis",
  "spin_multiplicity": 3,
  "orbital_gap_ev": [4.561, 6.670],
  "s_squared": 2.010,
  "relative_energy_kj_mol": 0.0,
  "homo_energy_ev": [-1.251, -4.677],
  "charge": -1,
  "largest_force_ev_per_a": 2.8,
  "symbols": ["S", "O", "S", "N", "H", "O", "S", "H"],
  "positions_angstrom": [[0.42, -1.42, -0.04], [-3.03, 1.46, 0.11], [0.16, 1.37, 0.28], [-0.25, -0.06, -0.68], [-0.95, 1.95, -0.04], [-2.95, -0.88, 0.66], [-2.85, 0.09, -0.45], [-0.42, -1.92, 0.86]]
}

=====

# 5
{
  "formula": "H2NO4P",
  "method": "the ωB97M-V functional and the def2-TZVPD basis",
  "orbital_gap_ev": 6.272,
  "relative_energy_kj_mol": 136.3,
  "homo_energy_ev": 1.350,
  "charge": -2,
  "largest_force_ev_per_a": 3.5,
  "symbols": ["N", "O", "P", "H", "O", "O", "O", "H"],
  "positions_angstrom": [[0.15, 0.10, 0.97], [-1.67, -0.90, -1.22], [-2.13, -0.07, 0.00], [0.36, -1.46, -0.16], [-2.91, -0.79, 1.02], [-2.47, 1.38, -0.34], [0.92, -0.69, 0.00], [0.27, 1.13, 0.55]]
}

=====

# 6
{
  "formula": "H2NO4P",
  "method": "the ωB97M-V functional and the def2-TZVPD basis",
  "orbital_gap_ev": [8.929, 8.929],
  "relative_energy_kj_mol": 1020.1,
  "smiles": "[H]/P=N/OOOO",
  "homo_energy_ev": [-9.356, -9.355],
  "largest_force_ev_per_a": 2.6,
  "symbols": ["O", "P", "H", "H", "N", "O", "O", "O"],
  "positions_angstrom": [[-0.92, 0.75, 0.07], [-2.29, -0.66, 1.73], [2.08, 1.86, -1.86], [-1.67, -1.92, 1.91], [-1.00, -0.26, 0.91], [1.08, 0.28, -1.06], [1.43, 1.12, -2.16], [0.56, 0.97, -0.07]]
}

=====

# 7
{
  "formula": "H2NO4S",
  "method": "the ωB97M-V functional and the def2-TZVPD basis",
  "orbital_gap_ev": [7.563, 7.567],
  "relative_energy_kj_mol": 133.7,
  "homo_energy_ev": [-4.298, -4.286],
  "charge": -1,
  "largest_force_ev_per_a": 4.6,
  "symbols": ["O", "O", "O", "O", "H", "N", "H", "S"],
  "positions_angstrom": [[-1.52, -0.37, 1.02], [-0.42, -1.43, -1.00], [-0.73, 2.17, -0.58], [1.74, -0.57, 0.60], [0.90, -0.80, -0.02], [-0.17, 1.05, -0.46], [1.52, 0.27, 0.93], [-1.31, -0.32, -0.50]]
}

=====

# 8
{
  "formula": "H2NP",
  "method": "the ωB97M-V functional and the def2-TZVPD basis",
  "orbital_gap_ev": [8.949, 8.641],
  "relative_energy_kj_mol": 424.7,
  "homo_energy_ev": [-9.559, -9.800],
  "largest_force_ev_per_a": 5.5,
  "symbols": ["N", "H", "H", "P"],
  "positions_angstrom": [[-0.47, -0.61, -0.22], [1.74, -0.62, -0.19], [-1.86, 0.86, 0.29], [0.58, 0.38, 0.11]]
}

=====

# 9
{
  "formula": "H2O2S",
  "method": "the ωB97M-V functional and the def2-TZVPD basis",
  "orbital_gap_ev": [4.573, 4.543],
  "relative_energy_kj_mol": 372.5,
  "homo_energy_ev": [-8.669, -8.660],
  "largest_force_ev_per_a": 1.2,
  "symbols": ["S", "O", "O", "H", "H"],
  "positions_angstrom": [[-2.24, 0.99, -0.11], [1.90, 0.88, -0.42], [0.92, 1.46, 0.26], [1.62, -0.05, -0.57], [-1.32, 0.33, 0.60]]
}

=====

# 10
{
  "formula": "H2O4S2",
  "method": "the ωB97M-V functional and the def2-TZVPD basis",
  "orbital_gap_ev": 10.310,
  "relative_energy_kj_mol": 277.5,
  "smiles": "O=[S@](O)(=S)OO",
  "homo_energy_ev": -10.229,
  "largest_force_ev_per_a": 3.6,
  "symbols": ["O", "H", "O", "O", "S", "O", "H", "S"],
  "positions_angstrom": [[-2.03, 0.28, 0.41], [-1.76, -0.68, 0.16], [0.61, 0.53, -1.32], [-0.67, 0.74, 0.77], [2.06, -0.01, 1.23], [-0.12, -1.56, -0.05], [1.47, 0.95, -1.29], [0.44, -0.25, 0.09]]
}

=====

# 11
{
  "formula": "H2O6P3",
  "method": "the ωB97M-V functional and the def2-TZVPD basis",
  "orbital_gap_ev": 8.763,
  "relative_energy_kj_mol": 150.5,
  "smiles": "O=PO[P@@](=O)([O-])OPO",
  "homo_energy_ev": -5.765,
  "charge": -1,
  "largest_force_ev_per_a": 2.8,
  "symbols": ["P", "O", "P", "P", "O", "O", "H", "O", "O", "H", "O"],
  "positions_angstrom": [[0.46, -2.53, -1.26], [1.70, 1.20, -1.13], [-0.83, -0.71, 0.84], [2.10, -0.16, -0.70], [-0.80, -1.71, -0.47], [-1.35, 0.71, 0.14], [0.89, -0.65, 0.81], [-0.13, -3.09, -2.49], [1.31, -3.28, -0.28], [-0.89, 0.85, -0.72], [1.19, -1.15, -1.69]]
}

=====

# 12
{
  "formula": "H2OS2",
  "method": "the ωB97M-V functional and the def2-TZVPD basis",
  "orbital_gap_ev": 6.436,
  "relative_energy_kj_mol": 198.3,
  "smiles": "O=S.S",
  "homo_energy_ev": -8.959,
  "largest_force_ev_per_a": 1.1,
  "symbols": ["H", "S", "O", "S", "H"],
  "positions_angstrom": [[-0.84, 0.06, 0.44], [2.02, -0.64, -0.07], [3.32, 0.10, -0.09], [-2.00, -0.38, -0.09], [-2.50, 0.86, -0.20]]
}